# 1
Below is C5H12ClGaO2Sm as an isolated structure, with properties calculated with wB97M-V/def2-TZVPD.

Structure (ORCA input):
```
! wB97M-V def2-TZVPD RIJCOSX def2/J DEFGRID3
* xyz -1 6
Ga -0.02 -1.63 -0.78
Cl -0.73 -0.20 -2.31
C -1.59 -2.59 -0.02
C 1.48 -2.57 -1.66
H -1.34 -3.66 0.09
H -1.91 -2.17 0.95
H -2.38 -2.45 -0.78
H 1.49 -3.63 -1.35
H 2.45 -2.11 -1.43
H 1.27 -2.47 -2.74
Sm 0.08 1.54 0.71
C 1.81 2.90 0.01
C 0.94 -0.40 1.31
H 2.74 2.53 0.46
H 1.91 2.93 -1.09
H 1.57 3.91 0.39
H 1.95 -0.78 1.15
H 0.48 -1.12 2.04
O -3.64 3.44 1.74
C -2.62 3.02 1.25
O -1.70 2.27 1.90
H -2.25 3.24 0.18
*
```

## Properties
- frontier orbital gap (alpha / beta) (eV) = 6.88 / 6.91
- <S²> = 8.773
- E_LUMO (alpha / beta) (eV) = 2.79 / 2.80

=====

# 2
Below is C5H12CoO3 as an isolated structure, with properties calculated with wB97M-V/def2-TZVPD.

Structure (ORCA input):
```
! wB97M-V def2-TZVPD RIJCOSX def2/J DEFGRID3
* xyz 2 6
C 2.41 -2.86 -0.56
C 2.78 -1.43 -0.69
O 3.32 -0.78 0.25
Co 4.78 0.37 0.33
H 2.59 -3.23 0.45
H 3.02 -3.42 -1.29
H 1.36 -3.00 -0.84
H 2.85 -0.99 -1.70
O 0.65 -0.32 0.00
H 1.42 -0.01 0.66
C -2.90 1.62 1.10
O -1.94 0.89 0.38
C -0.80 1.63 0.06
C 0.17 0.78 -0.74
H -3.75 0.96 1.30
H -2.49 1.98 2.06
H -3.25 2.49 0.52
H -0.31 2.00 0.98
H -1.07 2.52 -0.55
H 1.01 1.41 -1.06
H -0.34 0.38 -1.63
*
```

## Properties
- frontier orbital gap (alpha / beta) (eV) = 7.02 / 4.45
- <S²> = 8.759
- E_LUMO (alpha / beta) (eV) = -8.46 / -13.58

=====

no.,strongest force on any atom (eV/A)
1,2.51
2,3.68